{
  "formula": "C39H102FN3O15Zr",
  "method": "ωB97M-V/def2-TZVPD",
  "max_force_ev_per_a": 6.96,
  "energy_ha": -2986.32319,
  "species": ["Zr", "C", "C", "C", "C", "C", "C", "N", "O", "C", "C", "C", "H", "H", "H", "H", "H", "H", "H", "H", "H", "H", "H", "H", "H", "H", "H", "H", "H", "H", "C", "C", "C", "C", "C", "C", "N", "O", "C", "C", "C", "H", "H", "H", "H", "H", "H", "H", "H", "H", "H", "H", "H", "H", "H", "H", "H", "H", "H", "C", "C", "C", "C", "C", "C", "N", "O", "C", "C", "C", "H", "H", "H", "H", "H", "H", "H", "H", "H", "H", "H", "H", "H", "H", "H", "H", "H", "H", "F", "C", "O", "H", "H", "H", "H", "C", "O", "H", "H", "H", "H", "C", "O", "H", "H", "H", "H", "C", "O", "H", "H", "H", "H", "C", "O", "H", "H", "H", "H", "C", "O", "H", "H", "H", "H", "C", "O", "H", "H", "H", "H", "C", "O", "H", "H", "H", "H", "C", "O", "H", "H", "H", "H", "C", "O", "H", "H", "H", "H", "C", "O", "H", "H", "H", "H", "C", "O", "H", "H", "H", "H"],
  "positions_angstrom": [[3.0973, 0.6615, -3.1746], [0.4263, 0.3590, 4.2327], [-0.6294, 0.8110, 5.3497], [-2.0490, 0.5821, 4.7103], [-2.4629, -0.8905, 4.6202], [-2.5401, -1.3315, 6.0845], [-1.1152, -1.2809, 6.7549], [-0.5673, 0.1128, 6.6653], [0.6602, 0.3288, 7.4131], [-0.2624, -2.4932, 6.2298], [-1.3715, -1.6023, 8.2314], [-0.5518, 2.3540, 5.3732], [0.2682, -0.6495, 3.8504], [1.4552, 0.2460, 4.5744], [0.3993, 1.0078, 3.3573], [-2.1270, 0.9978, 3.7058], [-2.8011, 1.1174, 5.2899], [-1.7924, -1.5134, 4.0281], [-3.4457, -1.0011, 4.1619], [-2.9426, -2.3412, 6.0037], [-3.2037, -0.7984, 6.7654], [-0.0319, -2.3230, 5.1782], [-0.8987, -3.3734, 6.1368], [0.6407, -2.6841, 6.8094], [-0.4546, -1.8157, 8.7808], [-2.0226, -2.4489, 8.4492], [-1.7039, -0.7486, 8.8221], [-1.3077, 2.6395, 6.1049], [-0.7880, 2.8557, 4.4348], [0.3051, 2.9057, 5.7596], [6.0108, 3.7965, -0.4900], [6.1671, 2.2693, -0.3578], [7.0875, 1.8883, 0.8488], [6.5271, 1.9379, 2.1929], [5.1913, 1.1697, 2.3229], [4.2135, 1.6097, 1.1199], [4.8658, 1.5398, -0.2350], [3.9862, 1.7818, -1.3654], [3.5677, 2.9541, 1.6051], [3.2131, 0.4426, 1.2419], [6.9798, 1.8254, -1.6113], [5.2801, 4.2232, -1.1771], [6.9928, 4.1205, -0.8345], [5.7222, 4.2520, 0.4573], [8.1172, 2.2429, 0.8032], [7.2049, 0.8069, 0.7791], [6.2821, 2.9881, 2.3514], [7.3154, 1.6210, 2.8758], [4.6965, 1.4693, 3.2468], [5.4362, 0.1079, 2.2966], [2.6893, 3.1684, 0.9963], [4.2924, 3.7508, 1.7730], [3.1232, 2.8035, 2.5889], [2.4107, 0.6072, 0.5227], [2.6631, 0.3704, 2.1802], [3.7231, -0.5015, 1.0505], [8.0222, 2.1438, -1.6159], [6.5033, 1.9394, -2.5850], [7.1162, 0.7539, -1.4648], [-1.1796, 2.3911, -1.8393], [-1.1716, 1.0400, -1.1034], [-2.7101, 0.7002, -1.1506], [-2.9649, -0.7697, -0.7745], [-2.0947, -1.6666, -1.6831], [-0.5718, -1.4264, -1.7029], [-0.3284, 0.0281, -1.8169], [1.0482, 0.5247, -2.1309], [-0.0058, -2.0694, -2.9522], [-0.0399, -2.1002, -0.4155], [-0.9084, 1.1765, 0.3928], [-1.2858, 2.2238, -2.9111], [-0.1949, 2.8547, -1.7796], [-1.9330, 3.1326, -1.5731], [-3.1603, 0.8784, -2.1271], [-3.3772, 1.2221, -0.4646], [-4.0074, -1.0138, -0.9788], [-2.8204, -1.0643, 0.2649], [-2.3558, -1.5421, -2.7339], [-2.3467, -2.6906, -1.4072], [-0.0923, -1.4598, -3.8517], [-0.6014, -2.9509, -3.1896], [1.0462, -2.3389, -2.8587], [-0.1169, -3.1837, -0.5064], [-0.5560, -1.7114, 0.4623], [0.9264, -1.6797, -0.1372], [0.1320, 1.3937, 0.6346], [-1.1598, 0.3438, 1.0497], [-1.4186, 2.0744, 0.7415], [2.9024, -1.0680, -4.3587], [-1.6123, -6.0030, 0.3502], [-2.7402, -6.7908, 0.6389], [-1.9351, -4.9780, 0.5325], [-0.7964, -6.2113, 1.0424], [-1.3167, -6.1940, -0.6814], [-3.0085, -6.6554, 1.5507], [-1.6417, -5.6414, -3.7171], [-2.3883, -6.8560, -3.7933], [-2.2073, -4.8302, -3.2587], [-0.7170, -5.7263, -3.1463], [-1.3640, -5.3234, -4.7221], [-3.3009, -6.6011, -3.9479], [-4.5181, 5.8107, -3.1994], [-4.1274, 4.8523, -2.3406], [-3.6342, 6.1911, -3.7114], [-5.2099, 5.4315, -3.9515], [-5.0101, 6.5000, -2.5131], [-3.8209, 5.2257, -1.5110], [3.8739, -2.3638, -1.7603], [3.5333, -1.0277, -1.5043], [3.6689, -2.6391, -2.7949], [4.9561, -2.4857, -1.8060], [3.5061, -2.9998, -0.9551], [3.4432, -0.8560, -0.5640], [4.3329, -3.7830, -5.6324], [2.9075, -3.7185, -5.5135], [4.6644, -3.1755, -6.4744], [4.6916, -3.3910, -4.6807], [4.6702, -4.8138, -5.7406], [2.6390, -2.9311, -5.0344], [-2.4531, 4.6180, 2.0620], [-3.0940, 4.7455, 0.7598], [-2.0253, 3.6286, 2.2235], [-1.6441, 5.3478, 2.0940], [-3.0882, 4.7404, 2.9393], [-3.4521, 3.9218, 0.4209], [-6.9303, 2.9220, -1.0982], [-5.6090, 2.8899, -0.8936], [-7.1859, 3.7977, -1.6948], [-7.4573, 2.0435, -1.4706], [-7.3552, 3.0022, -0.0977], [-5.1820, 3.0426, -1.7397], [2.1937, 4.1800, -2.4182], [2.2352, 3.0400, -3.3324], [3.0350, 4.8731, -2.4169], [1.3612, 4.7174, -2.8724], [1.7837, 3.8853, -1.4523], [2.0015, 3.3906, -4.1950], [-4.9349, 1.2527, 2.3657], [-5.7109, 2.4026, 1.9635], [-5.4656, 0.8754, 3.2398], [-4.7321, 0.5160, 1.5883], [-3.9248, 1.6208, 2.5453], [-5.5966, 2.5650, 1.0242], [0.3693, 0.4876, -5.8726], [1.0889, 1.3302, -4.9983], [1.1344, -0.2663, -6.0579], [-0.5700, 0.1366, -5.4451], [0.0722, 1.0216, -6.7752], [0.7243, 2.2148, -5.0757], [1.9740, -6.0388, -2.3882], [3.3998, -6.3037, -2.3822], [1.7571, -5.0816, -1.9141], [1.6407, -6.0503, -3.4259], [1.3125, -6.8307, -2.0371], [3.7159, -6.1402, -1.4906], [-5.8426, -2.2962, -2.7840], [-6.8965, -2.6824, -1.9853], [-5.8260, -1.2418, -3.0598], [-4.9042, -2.5747, -2.3044], [-6.0355, -2.5887, -3.8161], [-7.6585, -2.1437, -2.2108]],
  "forces_ev_per_a": [[-4.7, -0.7, 5.1], [0.0, -0.9, 0.6], [0.3, -0.3, -2.1], [0.3, -0.7, -0.5], [-0.6, 1.3, 1.4], [1.2, -0.9, -0.6], [-0.8, -0.8, 0.6], [2.0, 0.4, 0.4], [-2.7, -0.7, -2.0], [-0.4, 1.1, -1.0], [0.9, 0.5, 1.4], [-0.3, 0.5, 1.9], [-0.6, -0.2, 0.0], [0.0, 0.7, 0.5], [-0.1, 0.3, 0.1], [0.6, 0.4, -0.1], [0.0, 0.0, 0.2], [0.2, 0.0, 0.2], [-0.2, 0.2, -0.1], [0.3, -0.4, 0.8], [-0.2, 0.5, -0.6], [0.6, 0.2, 0.0], [-0.1, -0.2, 0.7], [-0.1, 0.1, -0.1], [0.4, -0.2, -0.4], [-0.2, 0.0, -0.6], [-0.6, 0.3, -0.4], [-0.4, 0.3, -0.1], [-0.2, -0.5, -0.3], [0.7, -0.8, 0.0], [0.2, 0.2, 0.6], [0.0, 1.0, -0.9], [-0.2, -2.1, -1.7], [-1.4, 1.6, 1.3], [1.6, 1.4, -1.7], [0.1, -0.9, 1.8], [0.6, -0.8, 0.2], [-0.2, -0.8, -1.2], [-0.3, -1.1, -0.2], [-1.1, 0.9, -1.1], [-0.5, -1.8, 0.7], [-0.1, -0.8, -0.4], [0.0, 0.6, 0.3], [0.5, 0.1, 0.1], [-0.3, 0.7, -0.3], [0.3, -0.5, -0.9], [0.2, 0.3, 0.8], [-0.3, 0.0, 0.4], [0.0, -0.4, -0.1], [-0.4, -0.1, 0.0], [0.4, 0.7, -0.4], [-0.3, 0.1, -0.6], [0.1, -0.4, 0.1], [-0.2, -0.3, -0.5], [0.5, 0.1, 0.3], [0.1, -0.1, 0.2], [-0.3, 0.8, 0.0], [-0.1, 0.5, 0.1], [-0.2, -0.4, -0.3], [1.8, 0.1, -0.6], [-1.6, 0.2, 0.3], [-0.1, -2.2, 0.4], [0.6, -0.4, -1.4], [-0.6, 0.6, -0.3], [0.3, 0.5, 0.9], [0.2, 1.5, -1.0], [0.5, -0.8, -0.2], [0.1, -0.6, -0.5], [0.4, 1.4, 0.1], [1.2, 1.0, 0.5], [-0.3, -0.3, -0.1], [0.1, 0.2, 0.3], [-0.1, -0.4, 0.5], [0.3, -0.1, -0.3], [0.8, 1.0, 0.2], [-0.1, 0.0, 0.0], [0.3, 0.5, 0.2], [-0.7, 0.1, -0.1], [0.5, -0.3, -0.2], [-0.1, 0.4, 0.3], [0.2, -0.4, 0.2], [0.0, -0.1, 0.1], [0.3, 0.1, 0.3], [-0.8, -0.5, -0.1], [0.8, -0.7, -0.6], [0.4, -0.1, -0.3], [-0.4, -0.1, -0.4], [-0.3, -0.1, 0.1], [0.7, 2.3, 1.3], [-0.4, 0.4, 0.7], [-0.4, -0.9, -0.2], [0.5, 0.5, -0.5], [0.3, -0.1, -0.1], [0.0, 0.1, 0.1], [0.1, 0.1, 0.0], [-0.2, 0.2, -0.5], [0.4, 0.4, 0.4], [-0.2, 0.0, 0.1], [-0.1, -0.6, 0.1], [0.1, 0.1, -0.1], [-0.1, -0.1, 0.0], [-0.5, 1.8, -0.4], [1.1, -3.7, 1.6], [-0.2, 0.7, -0.2], [-0.1, -0.1, 0.1], [-0.3, 1.2, -1.1], [0.0, 0.1, 0.1], [1.5, -0.9, -0.3], [-0.2, 0.9, -1.7], [-1.2, -0.1, 0.4], [0.4, 0.2, 0.7], [-0.4, -0.2, -0.5], [0.0, 0.5, 0.2], [-1.0, 0.6, 0.8], [-0.2, -0.9, -0.6], [0.2, 0.0, 0.0], [0.8, 0.0, -0.2], [-0.3, 0.0, -0.1], [0.3, 0.2, 0.0], [0.0, -0.5, -0.6], [0.4, 0.5, 0.7], [0.2, -0.1, -0.4], [-0.1, 0.0, 0.0], [-0.6, 0.4, -0.4], [-0.1, -0.3, 0.6], [-3.4, 0.7, 0.9], [3.2, -1.0, -0.1], [-0.5, 0.0, 0.0], [0.5, -0.4, -0.7], [-0.5, 0.5, 0.0], [0.6, 0.2, 0.0], [-1.9, 0.3, -0.8], [1.3, -0.4, 0.4], [0.4, -0.8, 0.1], [-0.1, 0.7, 0.3], [0.8, -0.3, 0.0], [0.2, -0.1, 0.0], [0.2, 1.4, -0.4], [-0.1, -0.6, 0.0], [0.6, -0.3, -0.1], [-0.9, -0.3, -0.2], [0.1, -0.1, 0.9], [0.2, 0.0, -0.2], [0.3, -0.4, -0.5], [0.6, 1.0, 0.5], [-0.9, -0.6, -0.5], [0.3, -0.4, 0.4], [0.4, 0.0, -0.3], [-0.1, -0.1, 0.4], [0.4, -0.3, -0.9], [-1.1, 0.0, 0.1], [-0.2, 0.0, 0.0], [0.5, 0.7, -0.2], [0.5, -0.3, 1.0], [0.0, -0.1, 0.1], [0.2, 1.0, -1.6], [-0.9, -0.1, 1.0], [0.2, 0.8, 1.1], [-0.1, -0.2, -0.5], [0.8, -1.4, -0.2], [-0.1, -0.1, 0.1]]
}